This record from the OMol25 dataset describes 6 unconnected molecules or ions with the total composition C18H51N3O9 at a distorted geometry. The level of theory is ωB97M-V/def2-TZVPD.

The value obtained for the molar mass is 453.618 g/mol. Its HOMO-LUMO gap is 9.1 eV. As for the total charge: 0. The SMILES is COC[C@H](C)N.COC[C@H](C)N.COC[C@H](C)N.OCCO.OCCO.OCCO. Its energy relative to the best compared isomer or geometry (same formula, charge and spin) is 0.904 eV. As for the LUMO energy: 0.41 eV.

XYZ file:
```
81
Properties=species:S:1:pos:R:3:mulliken_charge:R:1
C -1.67644 3.63127 -3.03632 -0.3657
O -1.27139 4.94989 -3.33685 -0.2789
C -2.37156 5.78964 -3.68130 -0.8934
C -1.81327 7.17477 -3.83472 0.8062
C -1.52689 7.90238 -2.53437 -1.5432
N -2.80200 7.98856 -4.58272 -0.7841
H -2.01984 3.12956 -3.95078 0.3129
H -2.42120 3.52478 -2.24396 0.3932
H -0.77392 3.09969 -2.73063 -0.1504
H -2.85654 5.46062 -4.60389 0.2671
H -3.04884 5.81246 -2.82015 0.3322
H -0.92295 7.14769 -4.47393 0.2660
H -1.02559 7.31380 -1.77169 0.3223
H -2.42821 8.39331 -2.15709 0.4191
H -0.90380 8.77708 -2.76471 0.3749
H -2.44585 8.92525 -4.73595 0.2533
H -2.93707 7.60326 -5.51232 0.2408
C -0.79789 0.90841 -0.49912 -0.6692
O -0.97667 -0.42668 -0.20646 -0.3155
C -1.04919 -0.65406 1.18996 -1.1849
C -1.40203 -2.09467 1.40357 1.1523
C -1.71354 -2.49712 2.83196 -1.6416
N -0.17788 -2.89418 0.97732 -0.6109
H 0.13265 1.33609 -0.08806 0.3157
H -1.62549 1.60492 -0.31673 0.2820
H -0.55317 1.06282 -1.56095 0.0960
H -0.06736 -0.43603 1.62177 0.1991
H -1.81299 -0.03338 1.67950 0.5797
H -2.19221 -2.47298 0.74918 0.3388
H -2.00780 -3.55381 2.83830 0.4043
H -2.65624 -2.08457 3.21988 0.3884
H -0.88403 -2.31909 3.50608 0.1125
H -0.57057 -3.74632 0.56339 0.2589
H 0.16815 -2.40247 0.15116 0.1977
C 0.05081 0.35949 4.52630 -0.4552
O 1.40282 0.30541 4.18889 -0.4290
C 1.86775 -1.01832 4.21667 0.6063
C 3.22586 -1.18145 3.58722 0.3522
C 3.22713 -0.71971 2.13402 -1.1528
N 3.55958 -2.60463 3.76551 -0.4567
H -0.21606 -0.29858 5.36220 0.3291
H -0.59662 0.06454 3.69029 -0.0034
H -0.24611 1.38112 4.75920 0.3115
H 1.92052 -1.42748 5.24120 0.5426
H 1.14907 -1.71635 3.74629 -1.0298
H 3.92315 -0.61036 4.20743 0.3299
H 2.33758 -1.13679 1.65144 0.0821
H 4.10423 -1.00724 1.55756 0.4305
H 3.09828 0.36438 2.08528 0.3481
H 2.81746 -3.14238 3.31601 -0.1111
H 4.40811 -2.80518 3.24840 0.2458
O 1.66180 -4.76941 2.32727 -0.6768
C 1.10576 -5.21036 3.54773 -0.1071
C 1.59501 -4.37794 4.71226 -0.3144
O 2.97646 -4.54570 4.97136 -0.6407
H 1.06401 -4.12720 1.92118 0.2550
H 0.01162 -5.07254 3.55332 0.0894
H 1.32781 -6.26869 3.67739 0.4019
H 1.04249 -4.66480 5.61261 0.4291
H 1.42487 -3.31087 4.53480 -0.0386
H 3.46710 -3.88503 4.46472 0.6576
O 1.55911 4.05919 -2.71057 -0.4731
C 2.24439 3.50643 -3.81053 -0.5179
C 1.47750 2.43385 -4.53237 -0.3844
O 1.15267 1.36675 -3.63388 -0.4773
H 0.73403 4.45979 -3.00786 0.3237
H 2.51467 4.26959 -4.55447 0.2975
H 3.19050 3.09598 -3.45264 0.3470
H 2.12315 2.03971 -5.32511 0.3778
H 0.54461 2.85072 -4.92990 0.2933
H 0.63136 0.74231 -4.14710 0.2867
O -0.50593 -5.89284 -2.65284 -0.5614
C -1.92889 -5.58637 -2.57795 -0.5133
C -2.06761 -4.66858 -1.41396 -0.1641
O -1.54474 -5.28656 -0.24491 -0.5527
H -0.34848 -6.38708 -3.46176 0.2970
H -2.18849 -5.13659 -3.54096 0.3843
H -2.47280 -6.52752 -2.47255 0.3100
H -3.11776 -4.41029 -1.26882 0.3513
H -1.55347 -3.71999 -1.61316 0.1847
H -0.72269 -5.70335 -0.54458 0.3196
```

This record from the OMol25 dataset describes 3 unconnected molecules or ions with the total composition C10H26NO7S2 at a distorted geometry. The level of theory is ωB97M-V/def2-TZVPD.

The value obtained for the molar mass is 336.452 g/mol. Its HOMO-LUMO gap is 3.5 eV. As for the total charge: -1. As for the LUMO energy: 2.22 eV.

XYZ file:
```
46
Properties=species:S:1:pos:R:3:mulliken_charge:R:1
C -0.11193 3.48920 -2.22401 -1.1685
C -0.35819 2.14146 -1.45173 0.1689
C 1.04502 1.57583 -1.07141 -0.8595
C 1.86232 0.94492 -2.24576 -0.4486
N 3.13289 0.40233 -1.72575 -0.5713
O 3.94687 1.52063 -1.35365 -0.4923
H 0.90415 3.46252 -2.62871 0.3028
H -0.84637 3.55976 -3.03516 0.3120
H -0.17677 4.34357 -1.54113 0.3387
H -0.95786 1.47372 -2.08053 0.3666
H -0.89506 2.32413 -0.51179 -0.1413
H 1.64301 2.43265 -0.72048 0.1466
H 1.00063 0.86175 -0.23649 0.3352
H 2.14391 1.73605 -2.97627 0.3884
H 1.33532 0.11836 -2.73952 0.2416
H 4.07737 1.51848 -0.39685 0.2151
O -2.80775 3.54812 2.66576 -0.6756
S -3.36253 2.33143 2.14483 1.2461
O -3.11972 1.91111 0.79530 -0.5461
O -4.95215 2.32929 2.41562 -0.2879
C -5.72187 3.41721 1.88590 -0.3433
C -5.87333 3.34546 0.37694 -0.9740
C -2.94113 0.99354 3.21710 -0.9681
H -5.28310 4.36940 2.19422 0.3223
H -6.70492 3.34916 2.35207 0.2669
H -4.91231 3.45376 -0.12392 0.3002
H -6.52752 4.14207 0.01891 0.3758
H -6.28841 2.38219 0.07842 0.2595
H -3.14820 1.27878 4.24517 0.3271
H -1.87771 0.80478 3.08253 0.3797
H -3.51259 0.11575 2.92686 0.3100
O 2.72615 -3.54261 1.59364 -0.6874
S 2.79134 -3.63470 0.15745 1.2275
O 1.64001 -4.05774 -0.59688 -0.6380
O 4.02628 -4.61820 -0.21837 -0.2883
C 4.03082 -5.93430 0.33739 -0.3624
C 2.98782 -6.83981 -0.29458 -0.9918
C 3.41622 -2.13265 -0.52791 -0.5973
H 3.90312 -5.88228 1.42225 0.3259
H 5.02451 -6.34288 0.14869 0.2677
H 1.97907 -6.48468 -0.08883 0.3106
H 3.07132 -7.85586 0.09762 0.3781
H 3.10840 -6.86491 -1.37821 0.2544
H 4.30461 -1.83343 0.02065 0.2932
H 2.64268 -1.36884 -0.43021 0.0143
H 3.63558 -2.28453 -1.57914 0.3668
```

This record from the OMol25 dataset describes a molecular structure, C11H18FNO3Yb at a distorted geometry. The level of theory is ωB97M-V/def2-TZVPD.

The value obtained for the molar mass is 404.307 g/mol. Its HOMO-LUMO gap is 5.0 eV. As for the total charge: 0. As for the LUMO energy: -1.99 eV.

XYZ file:
```
35
Properties=species:S:1:pos:R:3:mulliken_charge:R:1
C 1.60027 -0.81612 1.66496 -0.7652
C 2.17065 -1.83827 0.58754 -0.7052
N 2.13717 -1.38196 -0.83380 0.0677
C 0.90454 -0.63056 -1.18759 -0.2074
C -0.44480 -1.39308 -0.89199 -0.7403
C -1.73462 -0.42077 -0.88491 -0.2199
C -1.57510 0.74164 0.17580 -0.6907
C -2.89087 1.65019 0.31907 0.5212
C -2.45846 3.05705 0.92612 -1.1107
F -3.85942 1.07274 1.19573 -0.3450
C -2.90266 -1.40092 -0.32952 1.0303
O -3.77351 -1.96819 -1.15653 -0.6913
O -2.99118 -1.66082 0.93224 -0.6187
C 3.35252 -0.57804 -1.06244 0.3511
C 3.61050 0.83701 -0.38139 -0.7653
O 4.25366 -0.99498 -1.78032 -0.5502
H 2.18765 -0.83487 2.64087 0.2846
H 0.53608 -1.14422 1.90230 0.2563
H 1.57087 0.25993 1.34120 0.2526
H 3.23863 -2.10009 0.84934 0.4472
H 1.58612 -2.81420 0.62598 0.3440
H 0.95700 0.41001 -0.74476 -0.0093
H 0.94018 -0.47541 -2.31840 0.2277
H -0.47912 -1.94688 0.08960 0.3914
H -0.64452 -2.13922 -1.72897 0.1332
H -1.34603 0.37408 1.22624 0.1177
H -0.75902 1.47011 -0.13945 0.3180
H -3.29973 1.75687 -0.73740 0.0574
H -1.33194 3.20045 0.95078 0.2946
H -2.85082 3.93366 0.31319 0.2668
H -2.80284 3.17975 2.00219 0.3119
H 4.49189 1.38115 -0.81586 0.3331
H 2.71779 1.53452 -0.50661 0.2324
H 3.71427 0.64110 0.73024 0.2138
Yb -3.82516 -0.96169 -2.97344 0.9660
```

This record from the OMol25 dataset describes C4H5N in the gas phase at a distorted geometry. The level of theory is ωB97M-V/def2-TZVPD.

The value obtained for the molar mass is 67.091 g/mol. Its HOMO-LUMO gap is 9.5 eV. As for the total charge: 0. The SMILES is c1cc[nH]c1. Its energy relative to the best compared isomer or geometry (same formula, charge and spin) is 2.232 eV. As for the LUMO energy: 1.05 eV.

XYZ file:
```
10
Properties=species:S:1:pos:R:3:mulliken_charge:R:1
C -0.60920 0.18386 0.99490 -0.2682
C 0.66005 -0.40086 0.85319 -0.5491
C 0.85281 -0.52481 -0.50733 -0.3417
N -0.26578 -0.11260 -1.15046 -0.0260
C -1.23850 0.35328 -0.25655 -0.3138
H -1.15051 0.43109 1.90129 0.3930
H 1.32190 -0.72846 1.63842 0.3871
H 1.71983 -0.88954 -1.04393 0.3891
H -0.36110 -0.08279 -2.15502 0.1848
H -1.84582 -0.48762 0.22821 0.1448
```

This record from the OMol25 dataset describes 2 unconnected molecules or ions with the total composition C4H9BFO4S at a distorted geometry. The level of theory is ωB97M-V/def2-TZVPD.

The value obtained for the molar mass is 182.989 g/mol. Its HOMO-LUMO gap is 6.4 eV. As for the total charge: -1. As for the LUMO energy: 2.06 eV.

XYZ file:
```
20
Properties=species:S:1:pos:R:3:mulliken_charge:R:1
C -1.26430 0.41032 -1.22541 -0.7969
B -1.29205 0.66626 0.35091 0.2384
C -1.82837 -0.51927 1.27546 -0.8881
S -0.67562 2.32526 1.07790 1.0014
O -0.74452 3.42061 0.08669 -0.5770
O -1.40550 2.64707 2.32657 -0.5821
F 0.92041 2.05867 1.39607 -0.2442
H -2.32744 0.37245 -1.55096 0.3564
H -0.65880 1.16273 -1.74735 0.2184
H -0.86424 -0.62040 -1.33271 0.3032
H -2.68539 -0.99951 0.75916 0.2981
H -2.06197 -0.22860 2.31414 0.2758
H -1.02205 -1.28959 1.28245 0.3510
C 2.60882 -1.16886 -0.18884 -0.6614
C 1.81913 -1.59373 -1.43488 0.5729
O 1.85452 -2.81158 -1.71751 -0.7375
O 1.22095 -0.66037 -2.02907 -0.7079
H 3.10117 -2.02275 0.27914 0.3056
H 3.37051 -0.43613 -0.46423 0.2217
H 1.93476 -0.71260 0.54248 0.0521
```

This record from the OMol25 dataset describes a molecular structure, C15H31BrP2Pb at a distorted geometry. The level of theory is ωB97M-V/def2-TZVPD.

The value obtained for the molar mass is 560.465 g/mol. Its HOMO-LUMO gap is 4.3 eV. As for the total charge: +2. Its energy relative to the best compared isomer or geometry (same formula, charge and spin) is 0.000 eV. As for the LUMO energy: -9.88 eV.

XYZ file:
```
50
Properties=species:S:1:pos:R:3:mulliken_charge:R:1
P 0.10293 2.48588 -0.29909 0.4526
P -0.06040 0.55607 2.69163 0.6331
C 0.26373 0.68112 -0.17725 0.5793
C -0.47153 -0.01204 0.98073 0.5666
H 1.32967 0.42398 -0.16384 0.4733
H -0.12720 0.30132 -1.12685 -1.1378
H -1.55505 0.09915 0.85311 0.5578
H -0.24991 -1.08127 0.94631 -1.4236
C 1.51205 -0.28047 3.09658 -1.0692
H 1.76003 -0.04722 4.14291 0.4217
H 2.32368 0.08590 2.45404 0.3598
H 1.40784 -1.36760 2.98823 0.3726
C -1.33350 -0.13601 3.78270 -1.1065
H -1.35919 -1.23347 3.69408 0.3962
H -2.30785 0.29108 3.51566 0.4038
H -1.09178 0.14867 4.81536 0.4220
C 1.44400 3.17182 -1.28704 -1.0333
H 1.32736 4.25974 -1.37566 0.3982
H 1.37340 2.69073 -2.26223 0.4273
H 2.40730 2.95959 -0.81077 0.3690
C -1.49553 2.91088 -0.99690 -1.1725
H -2.32445 2.62562 -0.32884 0.4015
H -1.59036 2.38269 -1.95577 0.3813
H -1.56885 3.99782 -1.15720 0.4015
Pb 0.32019 3.42156 2.16076 0.6864
C -0.99990 -3.05224 -0.09431 -0.1616
C 0.31633 -3.10495 0.11323 -0.2845
C 1.32283 -3.55201 -0.91284 -0.8817
C 1.03040 -3.11528 -2.37103 -0.8767
C 0.55762 -1.69877 -2.55701 -0.2695
C -0.73401 -1.31105 -2.56354 -0.5149
C -1.90109 -2.24329 -2.39107 -0.8425
C -1.69363 -3.40337 -1.38574 -0.9564
C 0.56759 5.60949 1.41437 -0.9054
H -1.68657 -2.79495 0.71580 0.4821
H 0.73207 -2.96332 1.12141 0.5370
H 1.36926 -4.66091 -0.89295 0.2967
H 2.32454 -3.19802 -0.61514 0.3895
H 1.98461 -3.20434 -2.92060 0.4451
H 0.31710 -3.81049 -2.82989 0.3619
H 1.34844 -0.98188 -2.76075 0.4611
H -0.99887 -0.28726 -2.83971 0.7894
H -2.13857 -2.68901 -3.37858 0.3029
H -2.78826 -1.65519 -2.09836 0.3519
H -2.70089 -3.76965 -1.11645 0.4550
H -1.16180 -4.22925 -1.87342 0.3527
H -0.03165 6.26371 2.07509 0.4052
H 0.25555 5.74760 0.36803 0.3084
H 1.63645 5.86216 1.51876 0.3499
Br 3.03584 2.90673 2.09404 -0.3567
```